No. 1
Entry from OMol25: a cluster of 19 separate species, C19H72N36O21 in total (wB97M-V/def2-TZVPD).

Geometry as XYZ:
```
148
Properties=species:S:1:pos:R:3
C 18.979 6.036 -15.174
O 18.502 7.131 -15.560
O 19.595 5.314 -15.939
O 18.758 5.565 -14.058
C 20.574 10.529 -15.690
O 21.349 11.435 -15.460
N 20.943 9.508 -16.372
N 19.283 10.461 -15.330
H 20.408 8.652 -16.364
H 21.917 9.597 -16.628
H 18.905 9.533 -15.460
H 18.725 11.118 -14.804
C 22.418 4.372 -18.464
O 23.264 4.078 -19.357
N 22.449 5.558 -17.931
N 21.593 3.579 -17.852
H 21.703 5.788 -17.289
H 23.030 6.282 -18.329
H 21.539 2.611 -18.137
H 21.327 3.875 -16.924
C 21.862 2.575 -14.077
O 21.298 1.631 -14.539
N 21.407 3.734 -14.336
N 22.941 2.531 -13.372
H 21.837 4.617 -14.100
H 20.534 3.837 -14.835
H 23.400 3.431 -13.340
H 23.172 1.769 -12.751
C 18.176 5.877 -10.122
O 19.098 5.683 -9.323
N 16.971 5.390 -10.152
N 18.382 6.856 -10.912
H 16.396 5.584 -10.959
H 16.839 4.779 -9.359
H 17.616 7.176 -11.487
H 19.324 7.141 -11.140
C 20.794 -0.315 -17.552
O 21.676 -1.086 -17.168
N 20.633 0.842 -16.992
N 19.924 -0.754 -18.402
H 20.224 1.621 -17.488
H 21.103 1.023 -16.116
H 19.000 -0.347 -18.398
H 20.038 -1.612 -18.922
C 20.649 8.519 -12.698
O 21.491 9.437 -12.508
N 20.830 7.201 -12.757
N 19.340 8.684 -12.879
H 21.778 6.881 -12.624
H 20.099 6.505 -12.723
H 18.970 9.623 -12.881
H 19.028 7.949 -13.497
C 19.935 10.227 -20.844
O 20.472 11.255 -21.155
N 19.397 9.824 -19.704
N 20.084 9.254 -21.728
H 19.336 10.501 -18.957
H 18.886 8.963 -19.574
H 20.183 9.480 -22.707
H 19.717 8.319 -21.627
C 19.456 1.626 -20.697
O 19.091 2.670 -20.147
N 18.695 0.626 -20.868
N 20.731 1.390 -21.030
H 19.115 -0.279 -21.023
H 17.909 0.898 -20.295
H 21.505 1.993 -20.789
H 20.950 0.575 -21.584
C 15.400 6.469 -20.891
O 14.756 6.585 -19.878
N 14.879 6.130 -22.026
N 16.661 6.301 -21.078
H 15.373 6.318 -22.886
H 13.885 6.146 -21.847
H 17.180 6.423 -20.220
H 17.056 5.716 -21.801
C 23.683 6.280 -14.300
O 23.104 5.721 -13.403
N 23.067 7.053 -15.148
N 24.902 6.013 -14.535
H 22.125 6.798 -15.407
H 23.785 7.364 -15.786
H 25.311 6.282 -15.419
H 25.213 5.171 -14.072
C 15.978 8.631 -17.215
O 14.883 9.072 -17.680
N 17.115 9.227 -17.316
N 16.030 7.695 -16.383
H 17.886 8.723 -16.901
H 17.190 10.174 -17.659
H 15.180 7.181 -16.198
H 16.995 7.514 -16.147
C 14.739 4.464 -17.060
O 14.444 3.502 -16.381
N 15.821 4.614 -17.691
N 13.787 5.259 -17.483
H 15.842 5.382 -18.347
H 16.640 4.082 -17.436
H 12.936 5.175 -16.946
H 13.829 5.785 -18.344
C 17.771 2.422 -16.398
O 17.184 1.422 -16.614
N 18.473 3.147 -17.250
N 17.625 3.159 -15.340
H 18.630 2.805 -18.187
H 18.797 4.022 -16.862
H 18.112 4.021 -15.140
H 17.144 2.705 -14.577
C 19.566 6.499 -19.340
O 19.901 6.786 -20.425
N 19.833 7.151 -18.243
N 18.894 5.373 -19.075
H 20.431 7.945 -18.422
H 19.368 6.815 -17.413
H 19.010 4.629 -19.749
H 19.055 5.258 -18.084
C 12.704 9.442 -14.956
O 12.545 10.649 -15.224
N 11.861 8.427 -14.967
N 13.937 8.950 -14.671
H 12.178 7.485 -14.786
H 10.966 8.590 -15.406
H 14.675 9.639 -14.697
H 13.850 8.136 -14.080
C 18.767 3.062 -11.576
O 18.952 2.259 -10.739
N 19.722 3.786 -11.950
N 17.741 3.189 -12.340
H 20.625 3.626 -11.527
H 19.719 4.329 -12.802
H 17.785 3.946 -13.007
H 16.843 2.797 -12.094
C 15.440 6.406 -12.923
O 14.515 6.719 -12.231
N 16.228 7.441 -13.278
N 15.643 5.163 -13.406
H 17.104 7.416 -13.781
H 15.922 8.332 -12.913
H 16.426 4.981 -14.018
H 15.084 4.492 -12.899
C 17.292 12.578 -16.965
O 17.554 11.790 -17.834
N 17.792 13.818 -16.915
N 16.716 12.248 -15.840
H 17.795 14.521 -16.190
H 18.190 14.007 -17.823
H 16.647 12.993 -15.161
H 16.520 11.281 -15.626
```

* highest occupied orbital energy: -4.57 eV
* charge: -2
* orbital gap: 7.9 eV
* multiplicity: 1



No. 2
Entry from OMol25: a structure of composition C19H8BrCoF5IN2OSe (wB97M-V/def2-TZVPD).

Geometry as XYZ:
```
39
Properties=species:S:1:pos:R:3
Co -1.270 0.955 0.722
Br 4.904 0.520 2.456
C 4.786 0.456 0.578
C 5.695 -0.349 -0.101
C 5.636 -0.455 -1.480
C 4.669 0.241 -2.193
C 3.762 1.046 -1.522
C 3.823 1.158 -0.137
I 2.423 2.379 0.799
H 6.445 -0.888 0.460
H 6.349 -1.083 -1.996
H 4.623 0.165 -3.271
H 3.018 1.603 -2.075
O -1.593 4.006 0.871
C -1.475 2.894 0.822
F -8.540 1.521 -0.614
C -7.335 1.107 -0.283
C -6.324 2.033 -0.060
F -6.577 3.328 -0.180
C -5.062 1.591 0.282
F -4.125 2.521 0.484
C -4.770 0.235 0.419
Se -3.107 -0.454 0.939
C -5.808 -0.672 0.185
F -5.594 -1.976 0.292
C -7.077 -0.251 -0.163
F -8.044 -1.128 -0.384
N 4.184 -4.064 0.221
C 3.351 -3.278 0.290
C 2.307 -2.289 0.379
C 1.849 -1.863 1.620
C 0.855 -0.907 1.654
N 0.320 -0.376 0.546
C 0.765 -0.799 -0.645
C 1.755 -1.749 -0.777
H 2.265 -2.255 2.536
H 0.494 -0.527 2.601
H 0.328 -0.336 -1.520
H 2.096 -2.055 -1.755
```

* highest occupied orbital energy (spin up / spin down): -11.86 / -11.85 eV
* expectation value of S²: 3.79
* charge: +1
* orbital gap (spin up / spin down): 8.0 / 5.8 eV
* multiplicity: 4